C30H50BrN3P2PbS | the ωB97M-V functional and the def2-TZVPD basis

Calculated values
Calculated total energy = -141074.225 eV
Total charge = +2

Last column: Löwdin charge in e.
CARTESIAN COORDINATES (ANGSTROEM)
C  -1.37747  5.29275  -2.98540  -0.01
C  -1.74298  4.06035  -3.56157  -0.24
C  -1.89893  4.00599  -4.95343  -0.02
C  -1.56440  5.13311  -5.72247  -0.11
N  -1.17203  6.28002  -5.16142  0.07
C  -1.07543  6.36782  -3.83829  -0.11
C  -1.95194  2.84386  -2.78360  -0.26
C  -1.37775  1.89493  -2.09492  -0.23
C  -0.21394  1.31087  -1.49488  -0.19
C  0.65881  1.96708  -0.59112  0.00
C  1.46227  1.25222  0.24005  -0.11
C  1.34567  -0.24103  0.33205  -0.83
C  0.56401  -0.85809  -0.75630  -0.16
C  -0.03926  -0.07425  -1.68523  -0.06
Pb  -3.52300  1.44410  -2.20342  1.45
P  3.03227  -0.99572  0.09437  0.98
H  -2.25359  3.09964  -5.44277  0.11
H  -1.32706  5.42302  -1.90868  0.11
H  -1.61700  5.08198  -6.81262  0.12
H  -0.73877  7.32799  -3.42327  0.12
H  -0.50253  -0.48579  -2.59298  0.10
H  0.62534  3.05372  -0.54864  0.14
H  0.43992  -1.94550  -0.75121  0.11
H  2.08806  1.74432  0.98181  0.12
C  2.91332  -2.69070  0.69273  -0.33
C  3.84874  -3.71117  0.03682  -0.11
H  1.86511  -3.00790  0.57367  0.08
H  3.10153  -2.63531  1.77922  0.10
H  3.89954  -4.59968  0.67870  0.09
H  3.45883  -4.04696  -0.93206  0.09
H  4.87078  -3.32814  -0.08743  0.07
C  3.43760  -0.94732  -1.65921  -0.30
C  3.53966  0.44897  -2.27052  -0.09
H  2.67583  -1.54261  -2.19095  0.11
H  4.39115  -1.49673  -1.73391  0.10
H  3.72313  0.34350  -3.34511  0.10
H  2.61047  1.01857  -2.14562  0.06
H  4.36924  1.01790  -1.83396  0.09
C  4.14940  -0.01356  1.08758  -0.32
C  5.57489  -0.55928  1.09095  -0.10
H  3.73294  0.02585  2.10763  0.10
H  4.12849  1.00929  0.68476  0.10
H  6.24324  0.21812  1.47438  0.09
H  5.65930  -1.43644  1.74263  0.09
H  5.92045  -0.82897  0.08313  0.08
Br  0.64841  -0.70141  2.11936  0.87
P  -3.32635  -1.39836  -2.25876  0.89
C  -1.90293  -2.56346  -2.18526  -0.46
C  -2.17199  -3.98179  -2.69586  -0.13
H  -1.55186  -2.61567  -1.14813  0.05
H  -1.08189  -2.14599  -2.77750  0.05
H  -1.21901  -4.52980  -2.73014  0.08
H  -2.84891  -4.51896  -2.02112  0.08
H  -2.59439  -3.98537  -3.70455  0.05
C  -3.20727  -0.96358  -0.38051  -0.48
C  -3.81662  -2.14574  0.39628  -0.13
H  -3.78988  -0.05242  -0.16277  0.00
H  -2.15621  -0.78685  -0.10308  0.05
H  -3.88813  -1.90746  1.46447  0.08
H  -4.83054  -2.35183  0.02903  0.08
H  -3.21456  -3.05977  0.29751  0.07
C  -2.92262  -0.76316  -4.01762  -0.50
C  -2.92791  -1.90997  -5.05054  -0.13
H  -1.96533  -0.22001  -4.04707  0.05
H  -3.74120  -0.07415  -4.30343  0.03
H  -2.94222  -1.48301  -6.06044  0.09
H  -2.04070  -2.54967  -4.97855  0.07
H  -3.82384  -2.53290  -4.93508  0.09
C  -2.94225  0.41839  4.80453  -0.12
N  -1.64245  0.29695  5.45603  -0.24
C  -1.77060  0.22750  6.91786  -0.05
C  -0.62558  1.12603  4.98811  -0.83
S  -0.87697  2.39778  3.92298  0.63
N  0.60939  0.81145  5.47463  -0.22
C  0.93260  -0.56884  5.84933  -0.07
C  1.74816  1.62388  5.07958  -0.11
H  -3.58857  -0.36796  5.20395  0.09
H  -2.81517  0.29351  3.72912  0.06
H  -3.39384  1.40037  4.99561  0.08
H  -2.44455  -0.60593  7.14367  0.10
H  -0.79771  0.04156  7.36906  0.07
H  -2.19924  1.15300  7.33242  0.11
H  1.67631  -0.99022  5.15637  0.07
H  1.36407  -0.56090  6.86172  0.10
H  0.02496  -1.17869  5.83767  0.09
H  2.08801  1.38765  4.05842  0.05
H  1.44843  2.67519  5.12049  0.06
H  2.56698  1.43979  5.78275  0.10